1.
A single C5H8N2 molecule at a distorted geometry. Source: OMol25; level of theory: the ωB97M-V functional and the def2-TZVPD basis.

Values from the calculation:
SMILES: C=C=CC/C=N/N
Highest occupied orbital energy in eV: -8.7
Kohn-Sham gap in hartree: 0.359

Element x y z (Å)
C -1.2731 0.6801 -0.7991
C -0.3214 0.2277 -1.5719
C -1.2257 0.8484 0.6905
C -0.1198 0.0604 1.3582
C 0.5831 -0.0663 -2.4961
N 1.7203 -1.2824 1.3216
N 0.6177 -0.7408 0.7056
H -2.1321 1.2379 -1.0864
H -1.0194 1.8559 1.0317
H -2.1488 0.5561 1.2396
H -0.0567 0.3988 2.3635
H 1.2798 0.6080 -2.6740
H 0.5297 -1.0522 -3.1310
H 1.9541 -2.0378 0.7337
H 1.6122 -1.2938 2.3140

Force components x, y, z for each atom (eV/Å):
0.405 0.638 1.250
0.188 0.014 -1.491
0.759 -2.148 1.107
-0.582 0.200 -1.597
-4.542 -4.485 0.537
-0.957 1.586 -0.829
-0.416 0.945 0.841
-0.476 0.143 -1.519
-0.189 0.641 -0.494
0.116 0.195 -0.716
0.924 -0.356 1.387
3.273 2.908 -1.095
0.259 1.979 1.566
0.772 -1.356 0.502
0.467 -0.903 0.552

2.
A single C5H8N2 molecule. Source: OMol25; level of theory: the ωB97M-V functional and the def2-TZVPD basis.

Values from the calculation:
SMILES: C[C@H]1[C@@H]2N=CCN12
Highest occupied orbital energy in eV: -9.1
Kohn-Sham gap in hartree: 0.375

Element x y z (Å)
C 1.0577 0.6490 -1.8536
C 0.1262 0.1499 -0.7668
N 0.4109 0.5274 0.6251
C -0.8533 0.4791 1.3879
C -1.1127 -1.0092 1.5641
N -0.3326 -1.7576 0.9000
C 0.5840 -0.8786 0.2057
H 0.8016 0.1928 -2.8167
H 0.9874 1.7327 -1.9735
H 2.0843 0.3854 -1.6086
H -1.6704 0.8795 0.7824
H -0.9276 0.2776 -1.0275
H -0.7965 1.0398 2.3208
H -1.9604 -1.4052 2.1278
H 1.6014 -1.2628 0.1330

Force components x, y, z for each atom (eV/Å):
-0.146 -0.148 0.173
0.085 0.211 -0.404
-0.172 0.137 -0.003
0.126 -0.222 0.125
-0.103 0.105 -0.132
-0.269 0.436 -0.213
0.212 -0.272 0.036
0.039 -0.010 0.194
0.000 -0.052 0.106
0.100 0.095 -0.048
-0.108 0.262 0.182
0.127 -0.620 0.062
0.059 -0.066 0.010
0.260 0.009 -0.051
-0.210 0.136 -0.038

3.
A single C5H8N2 molecule. Source: OMol25; level of theory: the ωB97M-V functional and the def2-TZVPD basis.

Values from the calculation:
SMILES: CN1C=C=CN1C
Highest occupied orbital energy in eV: -7.3
Kohn-Sham gap in hartree: 0.288

Element x y z (Å)
C 0.8854 1.5968 0.0539
N 0.6435 0.1885 -0.1848
C 1.5400 -0.7416 -0.6209
C 1.1177 -2.0706 -0.5005
C -1.7679 0.0125 0.3000
C -0.1212 -1.8312 0.0811
N -0.4119 -0.5058 0.3196
H 0.9265 1.8336 1.1221
H 0.1396 2.2295 -0.4371
H 1.8617 1.8207 -0.3836
H 2.4811 -0.3420 -0.9950
H -2.4211 -0.8511 0.4480
H -2.0019 0.4492 -0.6763
H -1.9629 0.7347 1.0969
H -0.9086 -2.5233 0.3767

Force components x, y, z for each atom (eV/Å):
-0.015 0.102 -0.036
0.094 -0.254 -0.072
0.202 0.186 -0.043
-0.143 0.327 0.167
-0.130 0.068 0.036
-0.184 -0.132 0.093
0.140 -0.210 -0.195
-0.071 -0.117 -0.130
0.023 -0.130 0.095
-0.197 -0.029 0.066
-0.132 -0.079 0.086
0.070 0.219 0.031
0.026 0.001 0.130
0.145 -0.022 -0.118
0.172 0.069 -0.110

4.
A single C5H8N2 molecule at a distorted geometry. Source: OMol25; level of theory: the ωB97M-V functional and the def2-TZVPD basis.

Values from the calculation:
SMILES: N#CCC/C=C/N
Highest occupied orbital energy in eV: -8.0
Kohn-Sham gap in hartree: 0.328

Element x y z (Å)
N 2.3479 -0.1846 -0.6459
C 1.0114 -0.5378 -0.4618
C -0.1934 0.0850 1.6071
N 0.6188 0.3320 2.3977
C 0.0302 0.0541 -1.1744
C -1.2914 0.4916 -0.6029
C -1.4451 -0.1150 0.7947
H 2.9817 -0.6270 0.0046
H 2.4509 0.8203 -0.5639
H 0.8519 -1.3523 0.2391
H 0.3114 0.4263 -2.1508
H -1.2623 1.5927 -0.5094
H -2.1524 0.2828 -1.2515
H -1.6932 -1.1814 0.6988
H -2.2137 0.3604 1.4056

Force components x, y, z for each atom (eV/Å):
0.111 -0.105 -0.113
0.054 -0.241 -0.595
-0.446 0.344 1.103
-0.752 -0.270 -0.870
0.221 0.049 -0.171
0.101 -0.234 0.029
0.377 0.018 0.313
-0.077 -0.107 -0.138
0.112 -0.236 -0.257
-0.120 0.391 0.270
0.184 0.746 0.153
0.066 -0.335 -0.036
0.093 -0.195 0.291
0.277 0.224 0.271
-0.202 -0.049 -0.249

5.
A single C5H8N2 molecule. Source: OMol25; level of theory: the ωB97M-V functional and the def2-TZVPD basis.

Values from the calculation:
Highest occupied orbital energy in eV: -7.2
Kohn-Sham gap in hartree: 0.274

Element x y z (Å)
C -2.1110 -0.1427 0.5232
N 0.6139 -1.1127 -0.6881
C 1.9219 -1.1033 -0.3274
C 2.3029 0.1123 0.2446
C 1.1517 0.9301 0.2481
C 0.2007 0.1074 -0.3381
N -1.2292 0.3787 -0.5606
H -3.1611 0.0376 0.2772
H -1.8985 -1.2086 0.6074
H -1.8296 0.3605 1.4481
H 2.5445 -1.9751 -0.5028
H 3.2891 0.3862 0.6023
H 1.0485 1.9495 0.6041
H -1.3820 1.3787 -0.7017
H -1.4617 -0.0987 -1.4361

Force components x, y, z for each atom (eV/Å):
-0.006 -0.049 0.116
0.006 0.248 0.084
0.262 -0.109 0.031
0.087 -0.078 -0.003
-0.086 0.021 -0.040
-0.076 0.043 -0.012
-0.051 0.047 -0.115
0.150 -0.027 0.029
-0.056 0.149 0.004
-0.058 -0.069 -0.119
-0.108 0.161 0.031
-0.174 -0.070 -0.061
-0.005 -0.177 -0.062
0.064 -0.145 0.034
0.051 0.056 0.083

6.
A single C5H8N2 molecule at a distorted geometry. Source: OMol25; level of theory: the ωB97M-V functional and the def2-TZVPD basis.

Values from the calculation:
SMILES: [H]/N=C1\C=C(C)NC1
Highest occupied orbital energy in eV: -8.2
Kohn-Sham gap in hartree: 0.334

Element x y z (Å)
C 1.0661 -1.3370 0.5530
C -1.6793 0.4630 -1.4742
N 0.4695 -0.8047 -0.6769
C 0.9507 0.0643 1.0735
C -0.7165 0.1834 -0.3918
C -0.4284 0.6994 0.7809
N 1.7616 0.5362 1.9704
H 1.0730 -0.7032 -1.4892
H 1.6142 1.5400 2.1047
H 0.4828 -2.0981 1.0692
H 2.1038 -1.6329 0.3974
H -0.8796 1.4973 1.3418
H -1.1833 0.6144 -2.4364
H -2.3679 -0.3818 -1.5740
H -2.2666 1.3598 -1.2483

Force components x, y, z for each atom (eV/Å):
-0.432 2.735 -0.908
-0.572 -0.158 0.111
-3.042 -1.156 -2.705
-0.149 0.914 6.607
3.321 -1.476 -1.475
1.947 -0.579 -0.302
0.203 0.002 -2.161
-0.610 0.168 0.309
-0.401 -0.212 0.365
-0.160 -0.010 -0.133
-0.183 0.073 0.104
-0.164 -0.109 0.179
0.069 -0.090 0.159
0.048 0.074 -0.167
0.127 -0.175 0.018

7.
A single C5H8N2 molecule. Source: OMol25; level of theory: the ωB97M-V functional and the def2-TZVPD basis.

Values from the calculation:
Highest occupied orbital energy (alpha / beta) in eV: -7.0 / -7.0
Kohn-Sham gap (alpha / beta) in hartree: 0.276 / 0.276

Element x y z (Å)
C -2.6403 -0.1551 -0.1049
N -1.4225 0.1734 0.2477
C -0.3116 -0.7303 -0.1257
C 0.8757 0.1694 0.0410
C 2.2851 -0.1551 -0.3338
C 0.3795 1.2276 0.7119
N -1.0035 1.2430 0.8981
H -0.5978 -1.2042 -1.0667
H -2.7227 -0.7176 -1.0216
H -3.4967 0.3036 0.3566
H -0.2876 -1.5277 0.6308
H 2.9729 0.6072 0.0471
H 2.4165 -0.2028 -1.4218
H 2.6183 -1.1203 0.0720
H 0.9345 2.0888 1.0694

Force components x, y, z for each atom (eV/Å):
-0.007 0.252 0.003
-0.252 -0.024 -0.118
0.043 -0.014 -0.097
-0.112 0.119 0.088
0.069 0.012 -0.036
0.219 -0.007 0.015
0.021 -0.291 0.040
0.537 0.105 -0.177
-0.119 -0.524 0.394
0.084 0.374 -0.080
-0.106 0.145 -0.076
-0.161 -0.080 -0.059
-0.016 -0.019 0.121
-0.122 0.128 -0.042
-0.078 -0.177 0.024

8.
A single C5H8N2 molecule at a distorted geometry. Source: OMol25; level of theory: the ωB97M-V functional and the def2-TZVPD basis.

Values from the calculation:
SMILES: CCc1cnc[nH]1
Highest occupied orbital energy in eV: -8.5
Kohn-Sham gap in hartree: 0.347

Element x y z (Å)
C -0.6060 1.9851 0.7289
C 0.5166 1.0784 0.1641
C 0.1034 -0.2984 -0.1754
C -1.0475 -0.8524 -0.6582
N -0.8869 -2.1947 -0.9138
C 0.3555 -2.4565 -0.6088
N 1.0010 -1.3467 -0.1692
H -1.5843 1.5448 0.5646
H -0.5234 2.9850 0.3236
H -0.4373 2.0670 1.8021
H 1.0834 1.5784 -0.6248
H 1.2733 1.0223 0.9574
H -2.0341 -0.4403 -0.7954
H 0.8721 -3.3628 -0.8422
H 1.9142 -1.3091 0.2472

Force components x, y, z for each atom (eV/Å):
0.694 -0.492 0.086
0.464 0.688 1.034
-0.066 -0.331 -0.500
-0.455 -0.294 0.251
0.272 -0.082 -0.085
-0.226 0.286 -0.412
0.047 0.272 0.197
-0.125 0.235 -0.118
-0.280 0.150 -0.183
-0.320 0.033 0.048
-0.388 -0.159 -0.418
0.003 -0.207 -0.022
0.169 0.360 -0.019
0.109 -0.429 0.290
0.101 -0.032 -0.149